[1]
Entry from the Open Molecules 2025 dataset: an isolated molecule of C5H6O2 at a distorted geometry (wB97M-V/def2-TZVPD).

LUMO energy	0.431	eV
energy above the lowest of the compared OMol25 structures with the same formula, charge and spin	71.9	kcal per mole
structure (SMILES)	O=C1CC=COC1
orbital gap	9.706	eV
F_max	4.657	eV/A
HOMO	-9.27	eV
net charge	0

Structure (XYZ):
```
13
C5H6O2, DFT wB97M-V/def2-TZVPD
O 0.5019 1.1518 2.2790
C 0.1750 0.7155 1.1323
C 1.2711 0.4673 0.1234
C 0.6893 -0.2786 -1.1299
C -0.5796 -0.4003 -1.3671
O -1.5608 0.0189 -0.5657
C -1.2000 0.0401 0.8204
H 1.7672 -0.4650 0.6213
H 2.1081 1.3964 -0.2040
H 1.2532 -0.9027 -1.9747
H -1.0762 -1.0829 -2.2111
H -1.1554 -1.0228 1.0555
H -2.1938 0.3623 1.4207
```


[2]
Entry from the Open Molecules 2025 dataset: an isolated molecule of C5H6O2 (wB97M-V/def2-TZVPD).

LUMO energy	0.467	eV
energy above the lowest of the compared OMol25 structures with the same formula, charge and spin	61.8	kcal per mole
structure (SMILES)	C#C[C@H](C=O)CO
orbital gap	10.529	eV
F_max	0.664	eV/A
HOMO	-10.06	eV
net charge	0

Structure (XYZ):
```
13
C5H6O2, DFT wB97M-V/def2-TZVPD
C 2.5339 -0.9350 0.0425
C 1.3984 -0.6107 -0.1912
C 0.0334 -0.1593 -0.4624
C -0.0326 1.3974 -0.4912
O 0.1013 2.0679 0.5031
C -0.9830 -0.6428 0.5880
O -2.2261 -0.0424 0.3005
H 3.5482 -1.1956 0.2511
H -0.3009 -0.5449 -1.4334
H -0.2742 1.8943 -1.4563
H -0.6225 -0.4079 1.5998
H -1.1263 -1.7255 0.5148
H -2.0497 0.9045 0.2348
```


Question: Look up the energy above the lowest of the compared OMol25 structures with the same formula, charge and spin of the second one.
Answer: 61.8 kcal per mole


Question: Look up the LUMO energy of the second one.
Answer: 0.467 eV